The following is a quantum chemistry calculation of a molecular structure, C36H40N5NiO4STe, from the OMol25 dataset.

Output
⟨S²⟩: 3.7617
Gap between HOMO and LUMO (spin up / spin down), eV: 5.88 / 6.81
Energy above the lowest of the compared OMol25 structures with the same formula, charge and spin, kJ/mol: 17.2
Spin multiplicity: 4
Total charge: 0
Highest occupied orbital energy (spin up / spin down), hartree: -0.2299 / -0.2675
Calculated total energy, hartree: -4145.1166

Geometry as XYZ:
```
88
Properties=species:S:1:pos:R:3:mulliken_charge:R:1
Ni -0.511 2.556 -0.889 0.237
N -2.395 3.201 0.079 -0.233
C -3.221 2.044 0.021 -0.440
C -4.074 1.653 1.009 -0.581
C -4.848 0.478 0.867 -0.842
C -4.780 -0.277 -0.266 -0.791
C -3.884 0.089 -1.300 1.205
C -3.714 -0.653 -2.489 -0.651
C -2.780 -0.260 -3.403 -0.608
C -1.976 0.856 -3.111 -0.448
N -2.109 1.574 -2.024 -0.289
C -3.079 1.230 -1.135 0.777
H -2.700 3.934 -0.559 0.305
H -2.352 3.611 1.008 0.330
H -4.166 2.253 1.907 0.504
H -5.514 0.191 1.670 0.414
H -5.389 -1.164 -0.383 0.425
H -4.321 -1.535 -2.655 0.426
H -2.622 -0.807 -4.322 0.424
H -1.184 1.147 -3.792 0.526
O 2.648 3.722 -0.408 -0.843
C 1.785 4.501 -0.033 0.550
N 0.447 4.253 -0.033 0.027
S -0.424 5.544 0.422 0.949
O -1.273 5.978 -0.665 -0.691
O -1.096 5.308 1.680 -0.734
C 0.949 6.625 0.669 0.454
C 0.972 7.944 1.073 -0.760
C 2.221 8.540 1.200 -0.521
C 3.387 7.825 0.931 -0.500
C 3.337 6.497 0.528 -0.489
C 2.094 5.904 0.404 0.004
H 0.060 8.487 1.281 0.463
H 2.290 9.574 1.512 0.395
H 4.345 8.317 1.040 0.386
H 4.233 5.928 0.318 0.501
N 1.055 2.518 -2.282 -0.541
H 1.207 1.586 -2.651 0.067
H 1.843 2.734 -1.663 0.364
H 1.063 3.175 -3.053 0.268
C 0.144 1.905 2.336 -1.260
C -0.061 0.778 1.339 0.844
O -0.093 -0.397 1.927 -0.580
N -0.186 0.913 0.072 0.054
Te -0.727 -1.629 -0.039 0.518
C -0.934 -3.694 0.571 -0.599
C -1.461 -4.008 1.825 1.198
C -1.826 -2.976 2.867 -2.012
C -1.640 -5.350 2.170 -0.667
C -1.310 -6.381 1.310 0.750
C -1.510 -7.821 1.697 -1.596
C -0.791 -6.048 0.061 -0.907
C -0.602 -4.728 -0.324 1.135
C -0.034 -4.455 -1.695 -1.210
C 1.361 -1.814 -0.360 0.549
C 2.221 -2.341 0.607 1.078
C 1.766 -2.821 1.960 -1.515
C 3.579 -2.444 0.298 -1.118
C 4.097 -2.062 -0.927 0.592
C 5.568 -2.171 -1.224 -1.556
C 3.217 -1.560 -1.878 -1.133
C 1.860 -1.430 -1.613 1.582
C 0.968 -0.901 -2.704 -1.848
H -0.340 1.658 3.280 0.401
H -0.221 2.856 1.958 0.377
H 1.215 2.008 2.526 0.231
H -1.712 -1.950 2.525 0.057
H -1.180 -3.089 3.741 0.332
H -2.854 -3.127 3.203 0.512
H -2.045 -5.585 3.150 0.358
H -1.841 -7.910 2.731 0.361
H -0.584 -8.389 1.587 0.349
H -2.261 -8.296 1.061 0.326
H -0.531 -6.840 -0.634 0.379
H -0.015 -5.368 -2.290 0.444
H 0.986 -4.067 -1.634 0.249
H -0.632 -3.712 -2.229 0.021
H 1.072 -2.114 2.414 0.152
H 2.626 -2.945 2.618 0.444
H 1.264 -3.787 1.881 0.257
H 4.249 -2.838 1.054 0.333
H 6.100 -2.654 -0.405 0.364
H 6.008 -1.184 -1.374 0.331
H 5.746 -2.750 -2.132 0.341
H 3.595 -1.253 -2.849 0.401
H 1.564 -0.401 -3.473 0.526
H 0.238 -0.202 -2.299 -0.186
H 0.416 -1.709 -3.193 0.301
```